1.
C16H28O26S5 as an isolated structure, computed with wB97M-V/def2-TZVPD.

Values from the calculation:
total energy = -124451.7315 eV
F_max = 3.46 eV Å⁻¹
orbital gap = 10.50 eV
E_LUMO = -0.150 eV
molecular weight = 796.7 g mol⁻¹
relative energy (zero: lowest compared OMol25 entry of this formula, charge and spin) = 0.0 kcal/mol

```
! RIJCOSX wB97M-V def2-TZVPD def2/J DEFGRID3
* xyz 0 1
C -4.84 2.49 -1.15
C -5.90 1.34 -1.43
O -5.97 0.53 -0.28
C -5.03 0.93 0.60
O -4.82 0.25 1.58
O -4.32 1.97 0.15
H -5.16 3.48 -0.89
H -4.05 2.43 -1.92
H -5.59 0.81 -2.34
H -6.89 1.77 -1.52
C -3.43 2.41 3.49
C -2.14 3.18 3.34
O -2.46 4.20 2.35
C -3.83 4.32 2.35
O -4.36 5.23 1.80
O -4.45 3.33 2.99
H -3.69 2.13 4.57
H -3.49 1.50 2.89
H -1.22 2.67 2.98
H -1.90 3.65 4.31
C 0.32 -3.58 -0.38
C -0.24 -4.46 -1.51
O 0.92 -4.91 -2.22
S 2.02 -5.39 -1.09
O 3.30 -5.02 -1.61
O 1.90 -6.77 -0.69
O 1.44 -4.51 0.10
H -0.35 -3.33 0.46
H 0.73 -2.65 -0.80
H -0.87 -4.00 -2.23
H -0.71 -5.34 -1.07
C 2.80 3.57 -0.63
C 1.71 2.78 -1.19
O 0.56 3.68 -1.30
S 0.58 4.44 0.14
O 0.02 3.63 1.17
O 0.07 5.75 -0.05
O 2.18 4.53 0.35
H 3.40 4.13 -1.38
H 3.44 2.96 -0.03
H 1.31 1.96 -0.58
H 1.91 2.34 -2.17
C -1.79 -0.43 0.94
C -1.30 0.92 0.42
O -0.85 0.60 -1.00
S -1.79 -0.55 -1.52
O -1.04 -1.36 -2.45
O -3.06 0.01 -2.01
O -2.14 -1.31 -0.13
H -2.67 -0.35 1.61
H -0.96 -0.89 1.54
H -0.45 1.25 0.93
H -2.14 1.58 0.30
C 2.37 -2.90 2.60
C 3.59 -2.35 3.29
O 4.21 -1.46 2.34
S 3.06 -0.74 1.57
O 3.60 -0.30 0.31
O 2.40 0.26 2.43
O 2.09 -2.03 1.52
H 1.51 -2.90 3.29
H 2.50 -3.87 2.12
H 4.38 -3.03 3.59
H 3.34 -1.72 4.15
C 4.68 -2.18 -3.36
C 4.01 -2.04 -1.98
O 2.81 -1.34 -2.22
S 2.94 -0.49 -3.61
O 2.86 0.95 -3.38
O 2.08 -1.05 -4.59
O 4.49 -0.82 -3.86
H 4.18 -2.91 -4.04
H 5.73 -2.42 -3.27
H 4.67 -1.58 -1.20
H 3.76 -2.99 -1.48
*
```

2.
A 2-piece molecular cluster, C16H29BBrI2O5 overall, computed with wB97M-V/def2-TZVPD.

Values from the calculation:
total energy = -114223.3876 eV
F_max = 1.00 eV Å⁻¹
orbital gap = 7.60 eV
E_LUMO = 2.172 eV
molecular weight = 645.9 g mol⁻¹

```
! RIJCOSX wB97M-V def2-TZVPD def2/J DEFGRID3
* xyz -1 1
C -1.93 -4.84 -3.35
C -1.74 -3.44 -3.94
C -1.88 -2.33 -2.89
C -0.70 -1.36 -2.86
C -0.65 -0.53 -1.58
C 0.08 -1.25 -0.44
C 0.15 -0.45 0.85
O -0.06 -1.20 2.00
B 0.26 -0.28 3.15
C -1.00 0.50 3.82
C -1.22 0.21 5.32
O 1.26 0.71 2.49
C 1.40 0.40 1.19
Br 1.22 2.16 0.16
C 2.80 -0.28 0.87
I 4.25 1.07 0.10
C 3.28 -1.03 2.15
C 2.80 -2.48 2.12
I 5.43 -1.09 2.45
H -1.15 -5.01 -2.59
H -2.88 -4.90 -2.82
H -1.87 -5.62 -4.09
H -0.74 -3.39 -4.38
H -2.46 -3.30 -4.75
H -2.01 -2.78 -1.90
H -2.77 -1.75 -3.12
H -0.78 -0.69 -3.72
H 0.24 -1.91 -2.99
H -1.68 -0.38 -1.23
H -0.24 0.47 -1.75
H 1.07 -1.57 -0.79
H -0.50 -2.14 -0.19
H -0.65 0.32 0.77
H 0.89 -0.94 3.99
H -1.93 0.30 3.27
H -0.81 1.57 3.71
H -0.57 -0.59 5.67
H -2.26 -0.07 5.53
H -1.03 1.10 5.93
H 2.70 -1.01 0.08
H 2.92 -0.52 3.03
H 2.87 -2.90 1.12
H 1.76 -2.50 2.44
H 3.37 -3.10 2.80
C 0.43 5.80 -1.82
C -0.41 5.05 -0.81
O -1.68 5.70 -0.93
C -1.76 6.27 -2.15
O -2.74 6.75 -2.62
O -0.56 6.23 -2.77
H 1.18 5.19 -2.31
H 0.90 6.69 -1.39
H -0.53 4.00 -1.07
H -0.04 5.12 0.21
*
```

3.
A 2-piece molecular cluster, C16H29BF4N2O7P overall, computed with wB97M-V/def2-TZVPD.

Values from the calculation:
total energy = -55193.0438 eV
F_max = 6.32 eV Å⁻¹
orbital gap = 6.35 eV
E_LUMO = -4.625 eV
molecular weight = 479.2 g mol⁻¹
relative energy (zero: lowest compared OMol25 entry of this formula, charge and spin) = 212.4 kcal/mol

```
! RIJCOSX wB97M-V def2-TZVPD def2/J DEFGRID3
* xyz 1 1
C 3.39 -2.12 0.29
C 2.15 -2.65 -0.32
C 0.88 -1.79 -0.89
N -0.31 -1.65 0.03
O -0.68 -2.64 0.85
B -1.21 -3.83 0.18
O -0.53 -4.68 -0.82
O -2.58 -4.29 0.60
C 0.19 -0.63 1.08
C -0.47 0.89 0.91
P 0.49 2.38 1.59
C 0.96 3.67 0.27
O -0.66 3.24 2.65
C -1.01 0.83 -0.63
N -0.17 1.41 -1.74
C -2.44 1.69 -0.50
C -3.00 2.25 -1.93
C -1.39 -0.80 -0.66
C -1.97 -1.23 -2.12
C -3.59 -1.59 -1.92
C -4.28 -1.79 -3.42
F -3.44 -2.52 -4.38
F -5.57 -2.53 -3.23
F -4.61 -0.46 -4.06
H 3.43 -1.98 1.48
H 4.36 -1.78 -0.28
H 2.10 -3.83 -0.45
H 1.30 -0.69 -1.13
H 0.62 -2.24 -1.96
H -0.48 -4.19 -1.71
H -2.39 -4.83 1.44
H 1.30 -0.68 1.43
H -0.39 -0.99 2.05
H -1.47 0.91 1.56
H 1.95 3.28 -0.26
H 0.17 3.84 -0.57
H 1.27 4.67 0.83
H -1.42 3.46 2.04
H 0.86 1.46 -1.46
H -0.17 0.83 -2.61
H -3.24 1.13 0.16
H -2.14 2.66 0.14
H -4.19 2.28 -1.84
H -2.74 1.59 -2.86
H -2.64 3.36 -2.04
H -2.33 -0.88 0.05
H -1.49 -2.27 -2.47
H -1.91 -0.42 -2.96
H -4.09 -0.62 -1.47
H -3.70 -2.54 -1.23
C 5.67 1.53 3.38
C 4.45 1.99 4.09
O 3.58 2.37 3.04
C 3.93 1.58 1.99
O 3.24 1.42 1.00
O 5.15 0.98 2.18
F 4.72 3.08 4.84
H 6.36 2.35 3.13
H 6.22 0.77 3.94
H 3.97 1.22 4.70
*
```

4.
A 3-piece molecular cluster, C16H29BIN2O8 overall, computed with wB97M-V/def2-TZVPD.

Values from the calculation:
total energy = -45190.4755 eV
F_max = 5.88 eV Å⁻¹
orbital gap = 8.24 eV
E_LUMO = -3.371 eV
molecular weight = 515.1 g mol⁻¹
relative energy (zero: lowest compared OMol25 entry of this formula, charge and spin) = 93.6 kcal/mol

```
! RIJCOSX wB97M-V def2-TZVPD def2/J DEFGRID3
* xyz 1 1
C -2.67 1.92 2.81
C -1.61 2.41 1.95
C -2.02 2.74 0.44
C -1.14 2.05 -0.70
N -1.26 2.66 -2.01
C -0.45 1.92 -2.98
C 0.16 0.80 -2.12
C 1.12 -0.30 -2.78
C 0.14 -1.22 -3.73
C 0.41 -2.80 -3.59
I -1.57 -3.76 -3.36
N -0.27 0.91 -0.73
C 0.06 0.05 0.44
B -1.08 -1.04 0.85
O -1.23 -1.38 2.26
O -1.90 -1.68 -0.13
H -2.87 2.36 3.85
H -3.33 1.06 2.45
H -0.53 2.50 2.32
H -1.89 3.88 0.31
H -3.13 2.52 0.21
H -1.82 3.50 -2.28
H -0.31 2.07 -4.09
H 1.69 -0.95 -2.03
H 1.88 0.25 -3.45
H -0.95 -1.02 -3.39
H 0.23 -0.82 -4.80
H 1.04 -3.05 -2.67
H 0.90 -3.15 -4.58
H 0.37 0.65 1.37
H 1.01 -0.56 0.15
H -1.31 -0.52 2.74
H -2.76 -1.86 0.32
C 0.85 4.94 -1.91
O 2.22 5.28 -2.04
C 2.98 4.89 -1.00
O 2.59 4.31 -0.02
O 4.25 5.27 -1.25
C 5.17 4.92 -0.22
H 0.33 5.30 -2.81
H 0.72 3.86 -1.85
H 0.41 5.43 -1.04
H 5.22 3.84 -0.09
H 4.91 5.41 0.72
H 6.16 5.27 -0.52
C -2.20 -3.81 3.21
O -1.79 -5.01 2.56
C -0.89 -5.74 3.25
O -0.44 -5.45 4.33
O -0.60 -6.83 2.53
C 0.35 -7.70 3.15
H -2.92 -3.31 2.56
H -2.69 -4.04 4.16
H -1.35 -3.15 3.36
H -0.03 -8.08 4.10
H 1.31 -7.19 3.29
H 0.52 -8.55 2.48
*
```

What did the third record say?
A 2-piece molecular cluster, C16H29BF4N2O7P overall, computed with wB97M-V/def2-TZVPD.

Values from the calculation:
total energy = -55193.0438 eV
F_max = 6.32 eV Å⁻¹
orbital gap = 6.35 eV
E_LUMO = -4.625 eV
molecular weight = 479.2 g mol⁻¹
relative energy (zero: lowest compared OMol25 entry of this formula, charge and spin) = 212.4 kcal/mol

```
! RIJCOSX wB97M-V def2-TZVPD def2/J DEFGRID3
* xyz 1 1
C 3.39 -2.12 0.29
C 2.15 -2.65 -0.32
C 0.88 -1.79 -0.89
N -0.31 -1.65 0.03
O -0.68 -2.64 0.85
B -1.21 -3.83 0.18
O -0.53 -4.68 -0.82
O -2.58 -4.29 0.60
C 0.19 -0.63 1.08
C -0.47 0.89 0.91
P 0.49 2.38 1.59
C 0.96 3.67 0.27
O -0.66 3.24 2.65
C -1.01 0.83 -0.63
N -0.17 1.41 -1.74
C -2.44 1.69 -0.50
C -3.00 2.25 -1.93
C -1.39 -0.80 -0.66
C -1.97 -1.23 -2.12
C -3.59 -1.59 -1.92
C -4.28 -1.79 -3.42
F -3.44 -2.52 -4.38
F -5.57 -2.53 -3.23
F -4.61 -0.46 -4.06
H 3.43 -1.98 1.48
H 4.36 -1.78 -0.28
H 2.10 -3.83 -0.45
H 1.30 -0.69 -1.13
H 0.62 -2.24 -1.96
H -0.48 -4.19 -1.71
H -2.39 -4.83 1.44
H 1.30 -0.68 1.43
H -0.39 -0.99 2.05
H -1.47 0.91 1.56
H 1.95 3.28 -0.26
H 0.17 3.84 -0.57
H 1.27 4.67 0.83
H -1.42 3.46 2.04
H 0.86 1.46 -1.46
H -0.17 0.83 -2.61
H -3.24 1.13 0.16
H -2.14 2.66 0.14
H -4.19 2.28 -1.84
H -2.74 1.59 -2.86
H -2.64 3.36 -2.04
H -2.33 -0.88 0.05
H -1.49 -2.27 -2.47
H -1.91 -0.42 -2.96
H -4.09 -0.62 -1.47
H -3.70 -2.54 -1.23
C 5.67 1.53 3.38
C 4.45 1.99 4.09
O 3.58 2.37 3.04
C 3.93 1.58 1.99
O 3.24 1.42 1.00
O 5.15 0.98 2.18
F 4.72 3.08 4.84
H 6.36 2.35 3.13
H 6.22 0.77 3.94
H 3.97 1.22 4.70
*
```